A molecular structure, C54H53I2N3O9Tl, computed with ωB97M-V/def2-TZVPD.

The geometry in XYZ format:
```
122
C54H53I2N3O9Tl ωB97M-V/def2-TZVPD
Tl -0.824 0.786 0.264
C -0.990 0.747 4.913
C -0.761 0.157 3.488
N 0.324 0.371 2.840
O 1.223 1.153 3.493
C -1.708 -0.752 2.838
C -2.600 -1.701 3.531
N -1.820 -0.637 1.568
O -2.691 -1.385 0.919
H -0.718 1.775 4.952
H -0.428 0.123 5.602
H -2.079 0.655 5.118
H 2.026 0.957 3.004
H -2.667 -1.508 4.580
H -2.190 -2.702 3.368
H -3.549 -1.667 3.053
C 2.117 2.176 -4.653
C 1.555 0.729 -4.764
C 1.798 0.168 -6.150
O 2.089 -0.046 -3.681
C 1.218 0.181 -2.547
C -0.121 0.615 -3.191
O 0.166 0.722 -4.564
C -1.029 1.751 -2.575
O -0.615 2.066 -1.330
C -2.509 1.304 -2.598
C -3.386 1.732 -1.626
C -4.737 1.311 -1.605
C -5.200 0.476 -2.630
C -4.336 0.090 -3.663
C -3.004 0.469 -3.617
C -0.929 3.092 -3.381
C -1.510 3.292 -4.655
C -1.542 4.500 -5.330
C -1.011 5.601 -4.700
C -0.438 5.459 -3.482
C -0.322 4.222 -2.848
C 1.093 -1.161 -1.640
O 0.308 -0.917 -0.492
C 0.437 -2.170 -2.544
C 1.060 -2.739 -3.657
C 0.316 -3.625 -4.446
C -0.975 -3.964 -4.125
C -1.556 -3.460 -2.971
C -0.858 -2.520 -2.233
C 2.517 -1.662 -1.269
C 2.702 -3.016 -1.225
C 3.970 -3.503 -0.827
C 4.986 -2.667 -0.295
C 4.644 -1.306 -0.215
C 3.482 -0.815 -0.707
H 3.162 2.017 -4.665
H 1.781 2.636 -3.716
H 1.854 2.807 -5.531
H 2.883 0.040 -6.362
H 1.315 0.833 -6.978
H 1.347 -0.799 -6.223
H 1.631 0.933 -1.888
H -0.769 -0.299 -3.086
H -2.985 2.363 -0.796
H -5.338 1.649 -0.757
H -6.233 0.169 -2.626
H -4.661 -0.575 -4.485
H -2.355 0.213 -4.413
H -2.117 2.441 -5.085
H -2.032 4.662 -6.278
H -1.000 6.614 -5.125
H 0.150 6.280 -3.048
H 0.164 4.153 -1.889
H 2.087 -2.512 -3.861
H 0.776 -4.066 -5.305
H -1.571 -4.652 -4.761
H -2.589 -3.827 -2.748
H -1.399 -2.048 -1.437
H 1.911 -3.669 -1.492
H 4.141 -4.604 -0.849
H 5.956 -3.019 -0.005
H 5.341 -0.614 0.298
H 3.351 0.287 -0.692
I -3.729 3.538 4.139
C -1.785 3.959 3.438
C -1.154 4.970 4.125
C 0.140 5.291 3.764
I 1.070 6.831 4.972
C 0.854 4.538 2.784
C 2.230 4.670 2.540
C 2.827 3.911 1.587
C 1.995 3.005 0.853
N 0.747 2.816 1.103
C 0.172 3.553 2.076
C -1.203 3.242 2.409
O -1.860 2.313 1.774
H -1.686 5.544 4.875
H 2.830 5.400 3.045
H 3.917 3.952 1.411
H 2.415 2.428 0.022
O -4.890 1.020 1.696
H -4.243 1.711 1.929
H -4.349 0.249 1.442
C -0.433 -5.923 5.787
C 0.178 -4.771 4.968
C -0.241 -4.599 3.610
C 0.387 -3.700 2.804
C -0.011 -3.671 1.347
C 1.350 -2.845 3.335
C 1.930 -1.808 2.401
O 2.847 -1.065 2.703
C 1.710 -2.956 4.641
C 2.654 -1.976 5.276
C 1.167 -3.959 5.461
H 0.315 -6.739 5.847
H -1.319 -6.274 5.255
H -0.577 -5.596 6.827
H -0.991 -5.260 3.201
H -1.046 -3.961 1.316
H 0.563 -4.390 0.741
H 0.042 -2.732 0.778
H 1.378 -1.657 1.486
H 3.673 -2.180 5.040
H 2.393 -0.951 4.896
H 2.512 -2.047 6.350
H 1.493 -4.058 6.450
```

Charge: -1

A single C10H12O2S molecule, computed with ωB97M-V/def2-TZVPD.

The geometry in XYZ format:
```
25
C10H12O2S ωB97M-V/def2-TZVPD
O -2.016 -1.808 -0.828
C -2.408 -0.769 -0.364
O -3.603 -0.200 -0.745
C -1.758 0.012 0.760
C -1.613 1.481 0.444
S -0.949 1.965 -1.222
C -0.495 -0.730 1.242
C 0.756 -0.480 0.445
C 1.113 -1.275 -0.653
C 2.318 -1.022 -1.346
C 3.147 0.035 -0.928
C 2.821 0.746 0.232
C 1.668 0.469 0.931
H -3.990 -0.777 -1.411
H -2.521 -0.078 1.573
H -2.609 1.944 0.537
H -0.995 1.952 1.253
H 0.287 1.422 -1.083
H -0.319 -0.380 2.268
H -0.713 -1.790 1.299
H 0.390 -1.981 -1.013
H 2.617 -1.621 -2.216
H 4.013 0.278 -1.533
H 3.471 1.564 0.527
H 1.389 1.047 1.830
```

SMILES: O=C(O)[C@H](CS)Cc1ccccc1

A molecular structure, C71H175F6N22O29S3Sn2, computed with ωB97M-V/def2-TZVPD.

The geometry in XYZ format:
```
308
C71H175F6N22O29S3Sn2 ωB97M-V/def2-TZVPD
Sn 1.422 -3.066 -1.977
Sn 3.907 -2.040 2.171
S 3.957 -4.119 -0.029
O 5.179 -3.561 0.792
O 4.077 -3.601 -1.384
O 3.564 -5.506 0.111
O 2.886 -3.259 0.656
C 0.212 1.928 -0.317
F 0.290 3.011 -1.139
F 1.405 1.804 0.314
F -0.753 2.171 0.610
S -0.220 0.460 -1.329
O -1.406 0.880 -2.092
O 1.030 0.145 -2.018
N -0.348 -0.610 -0.210
S -1.653 -1.191 0.533
O -2.618 -0.120 0.744
O -2.050 -2.423 -0.045
C -0.868 -1.782 2.103
F 0.225 -2.470 1.817
F -0.474 -0.763 2.884
F -1.653 -2.660 2.763
C -3.796 2.442 -4.148
C -4.554 1.720 -5.242
C -4.327 2.403 -6.558
C -4.800 1.646 -7.794
C -4.200 0.262 -7.741
C -4.316 -0.484 -6.400
N -3.896 0.374 -5.333
O -4.147 -0.325 -4.108
C -5.781 -0.970 -6.305
C -3.438 -1.735 -6.522
C -6.051 1.744 -4.822
H -3.961 2.057 -3.147
H -3.892 3.485 -4.148
H -2.774 2.273 -4.508
H -4.921 3.331 -6.447
H -3.258 2.704 -6.651
H -4.532 2.240 -8.683
H -5.906 1.590 -7.835
H -3.134 0.321 -7.971
H -4.654 -0.330 -8.502
H -5.972 -1.600 -7.201
H -5.997 -1.585 -5.411
H -6.489 -0.161 -6.318
H -3.699 -2.226 -7.448
H -2.343 -1.654 -6.410
H -3.779 -2.427 -5.728
H -6.341 0.960 -4.125
H -6.605 1.599 -5.711
H -6.306 2.720 -4.412
H -3.255 -0.524 -3.755
C -5.724 -6.996 6.400
C -4.181 -6.937 6.495
C -3.515 -8.309 6.551
C -3.705 -9.252 5.334
C -3.169 -8.508 4.140
C -3.719 -7.068 3.991
N -3.537 -6.374 5.268
O -4.015 -5.061 5.023
C -2.936 -6.266 3.021
C -5.230 -6.970 3.508
C -3.838 -6.009 7.676
H -6.165 -6.233 5.718
H -6.171 -6.945 7.403
H -6.039 -7.931 5.946
H -2.463 -8.044 6.650
H -3.829 -8.812 7.487
H -4.753 -9.555 5.231
H -3.143 -10.151 5.364
H -3.243 -9.089 3.217
H -2.102 -8.478 4.290
H -2.935 -6.848 2.109
H -3.309 -5.279 2.842
H -1.876 -6.169 3.333
H -5.868 -7.757 3.954
H -5.597 -5.993 3.640
H -5.196 -7.247 2.434
H -3.689 -6.547 8.602
H -4.624 -5.286 7.775
H -2.880 -5.543 7.387
H -3.332 -4.499 5.369
C 3.959 5.018 3.817
C 4.365 4.822 2.307
C 3.244 4.241 1.390
C 2.294 5.286 0.759
C 3.082 6.482 0.242
C 3.986 7.142 1.286
N 4.892 6.050 1.665
O 5.842 6.481 2.693
C 4.926 8.123 0.525
C 3.273 7.918 2.368
C 5.494 3.763 2.326
H 3.259 4.187 4.030
H 3.488 5.990 4.019
H 4.806 4.952 4.509
H 3.760 3.695 0.603
H 2.743 3.498 1.946
H 1.663 5.613 1.582
H 1.622 4.855 0.004
H 2.391 7.223 -0.150
H 3.741 6.189 -0.577
H 5.668 8.515 1.229
H 5.512 7.559 -0.251
H 4.357 8.925 0.015
H 4.058 8.236 3.043
H 2.763 8.769 1.973
H 2.607 7.347 3.006
H 5.086 2.812 2.564
H 6.285 4.084 3.051
H 5.920 3.744 1.326
H 6.698 6.499 2.206
C 0.235 4.720 -4.389
C 0.247 6.039 -3.637
C 1.685 6.339 -3.310
C 1.915 7.839 -2.957
C 1.368 8.703 -4.100
C -0.123 8.524 -4.352
N -0.312 7.087 -4.603
O -1.668 6.735 -4.875
C -1.027 9.079 -3.188
C -0.468 9.225 -5.693
C -0.640 6.047 -2.376
H 0.621 3.933 -3.707
H 0.931 4.908 -5.191
H -0.706 4.394 -4.807
H 1.953 5.685 -2.470
H 2.333 6.050 -4.145
H 3.012 8.002 -2.856
H 1.453 8.124 -2.030
H 1.847 8.427 -5.022
H 1.697 9.762 -3.988
H -0.558 8.980 -2.244
H -1.143 10.129 -3.311
H -2.045 8.765 -3.022
H -1.486 8.974 -5.976
H -0.340 10.269 -5.623
H 0.171 8.769 -6.453
H -1.486 5.496 -2.739
H -0.944 6.979 -2.012
H -0.169 5.568 -1.537
H -2.075 6.889 -4.036
C 8.550 3.852 -3.435
C 7.516 3.264 -2.485
C 6.692 4.381 -1.907
C 5.510 4.880 -2.766
C 4.644 3.649 -3.187
C 5.510 2.587 -3.906
N 6.624 2.227 -3.039
O 7.318 1.179 -3.700
C 4.597 1.376 -4.165
C 5.851 3.139 -5.274
C 8.404 2.637 -1.337
H 9.326 4.429 -2.901
H 8.145 4.505 -4.220
H 9.179 3.199 -3.976
H 6.351 4.069 -0.873
H 7.384 5.193 -1.754
H 5.853 5.467 -3.639
H 4.883 5.579 -2.161
H 3.827 3.962 -3.760
H 4.340 3.216 -2.218
H 3.697 1.792 -4.610
H 5.159 0.718 -4.854
H 4.409 0.828 -3.220
H 6.357 2.458 -5.925
H 4.907 3.477 -5.727
H 6.485 4.001 -5.100
H 8.669 3.507 -0.697
H 9.227 2.062 -1.792
H 7.848 1.976 -0.689
H 7.302 0.530 -2.958
C -1.814 -3.604 -3.143
O -0.674 -3.354 -2.703
N -2.032 -4.061 -4.418
N -2.909 -3.465 -2.478
H -2.969 -4.095 -4.789
H -1.294 -4.481 -5.006
H -2.881 -2.951 -1.613
H -3.829 -3.906 -2.776
C -5.663 -7.518 -0.410
O -5.725 -6.434 0.119
N -5.468 -8.735 0.253
N -5.878 -7.726 -1.776
H -5.573 -9.512 -0.388
H -5.815 -8.744 1.199
H -5.505 -8.613 -2.110
H -5.690 -6.820 -2.298
C -5.803 -3.691 -2.016
O -5.337 -4.666 -2.684
N -5.709 -2.294 -2.404
N -6.598 -3.891 -0.962
H -5.869 -1.791 -1.579
H -4.914 -2.048 -3.016
H -6.952 -3.029 -0.545
H -6.552 -4.786 -0.558
C 0.201 -5.777 -0.286
O 0.757 -5.235 -1.274
N 0.801 -6.837 0.342
N -1.025 -5.341 0.111
H 0.362 -7.174 1.155
H 1.811 -6.804 0.369
H -1.499 -5.640 1.001
H -1.354 -4.450 -0.223
C 4.146 -7.994 2.125
O 3.550 -7.144 2.809
N 5.530 -8.315 2.221
N 3.661 -8.694 1.051
H 5.975 -8.377 1.353
H 6.052 -7.776 2.925
H 4.128 -9.510 0.671
H 3.037 -8.256 0.389
C 2.159 1.407 3.880
O 2.895 0.912 3.056
N 1.129 2.243 3.605
N 2.375 1.263 5.186
H 1.088 2.485 2.602
H 0.710 2.808 4.332
H 3.042 0.540 5.410
H 1.647 1.444 5.886
C 3.158 -3.549 -4.450
O 1.981 -3.537 -3.940
N 3.387 -2.608 -5.323
N 3.970 -4.479 -4.048
H 2.641 -1.913 -5.419
H 4.141 -2.514 -5.955
H 3.585 -5.065 -3.327
H 4.959 -4.617 -4.230
C 1.104 -9.083 4.813
O 0.351 -9.735 5.484
N 2.428 -9.013 5.071
N 0.785 -8.430 3.714
H 2.601 -8.898 6.073
H 2.869 -8.134 4.721
H 1.539 -8.140 3.119
H -0.129 -8.669 3.386
C -3.423 2.902 3.408
C -2.715 4.162 3.072
O -1.332 4.230 3.575
H -2.974 2.138 2.821
H -4.423 2.976 2.957
H -3.541 2.572 4.444
H -3.121 5.061 3.537
H -2.769 4.261 2.022
H -0.901 3.719 2.881
C 1.869 -4.273 5.731
C 2.553 -5.285 4.804
O 3.069 -4.767 3.591
H 1.031 -3.789 5.163
H 2.602 -3.493 5.928
H 1.474 -4.853 6.528
H 1.798 -6.035 4.513
H 3.386 -5.822 5.280
H 3.283 -5.527 3.025
C -1.989 1.368 6.905
C -0.806 1.298 7.850
O 0.267 0.626 7.156
H -2.315 0.369 6.655
H -1.653 1.863 6.013
H -2.851 1.921 7.316
H -1.015 0.854 8.795
H -0.362 2.277 8.083
H 0.094 -0.316 7.264
C -5.647 1.054 -0.610
C -7.027 0.476 -0.684
O -7.161 -0.742 0.050
H -5.124 1.020 0.357
H -5.693 2.137 -0.798
H -4.963 0.550 -1.347
H -7.272 0.204 -1.707
H -7.740 1.190 -0.293
H -6.944 -0.626 0.979
C 0.886 1.522 -5.306
C 1.053 0.305 -6.254
O 1.080 -0.965 -5.567
H -0.018 1.390 -4.795
H 0.899 2.442 -5.844
H 1.550 1.524 -4.432
H 1.979 0.409 -6.815
H 0.211 0.314 -6.915
H 0.595 -0.893 -4.730
C 2.250 5.557 7.226
C 0.788 5.265 7.346
O 0.427 4.213 6.385
H 2.707 4.770 7.749
H 2.426 6.433 7.785
H 2.546 5.594 6.169
H 0.179 6.123 7.026
H 0.510 4.838 8.289
H -0.047 4.647 5.643
C -4.903 -1.971 2.565
C -5.062 -0.746 3.425
O -6.246 -0.016 3.098
H -5.083 -1.721 1.521
H -5.673 -2.698 2.948
H -3.913 -2.411 2.595
H -4.214 -0.098 3.328
H -5.014 -0.942 4.469
H -6.979 -0.469 3.486
C 5.278 -0.316 -0.931
C 4.493 0.653 -0.012
O 3.721 -0.258 0.834
H 5.787 0.253 -1.696
H 4.493 -1.024 -1.377
H 5.898 -0.949 -0.313
H 3.818 1.321 -0.540
H 5.079 1.289 0.674
H 2.910 0.223 1.104
```

Charge: +1

no.,calculated total energy (eV)
1,-100648.6779
2,-25495.4300
3,-229095.0935